Record 1
The following is a DFT calculation (ωB97M-V/def2-TZVPD) of CH2F2S as an isolated structure in a non-equilibrium geometry.

Frontier orbital gap in eV: 8.677
Calculated total energy in eV: -17336.584
Highest occupied orbital energy in eV: -9.0

Geometry as ORCA input:
```
! RIJCOSX wB97M-V def2-TZVPD def2/J DEFGRID3
* xyz 0 1
C -0.683 -0.412 0.242
F -1.383 -0.061 -0.789
F 1.669 1.286 -1.151
S 1.630 0.346 0.195
H -0.480 -1.385 0.376
H -0.754 0.226 1.128
*
```

***

Record 2
The following is a DFT calculation (ωB97M-V/def2-TZVPD) of a 2-piece molecular cluster, C11H15N overall in a non-equilibrium geometry.

<S²>: 0.776
Frontier orbital gap (alpha / beta) in eV: 9.095 / 5.461
Calculated total energy in eV: -13130.118
Highest occupied orbital energy (alpha / beta) in eV: -13.0 / -13.0

Geometry as ORCA input:
```
! RIJCOSX wB97M-V def2-TZVPD def2/J DEFGRID3
* xyz 1 2
C -2.858 0.668 1.286
C 0.874 0.347 1.494
C -0.254 0.844 0.758
C -1.374 0.429 1.583
C -0.913 -0.292 2.666
C 2.130 0.972 1.081
C 2.327 1.780 0.033
C -0.123 1.588 -0.432
C 1.144 2.166 -0.709
N 0.540 -0.494 2.491
H 0.855 -1.340 2.931
H 2.965 0.632 1.593
H -1.310 -0.733 3.541
H 3.136 2.338 -0.364
H -1.004 1.866 -0.787
H -3.300 0.223 0.394
H -3.027 1.766 1.172
H 1.236 2.714 -1.559
H -3.523 0.461 2.163
C 0.066 -1.286 -2.558
C 0.572 -2.649 -2.321
H -0.959 -1.256 -2.268
H 0.412 -0.600 -1.769
H 0.354 -0.902 -3.480
H 0.946 -2.733 -1.313
H -0.198 -3.532 -2.472
H 1.283 -2.976 -3.150
*
```

***

Record 3
The following is a DFT calculation (ωB97M-V/def2-TZVPD) of one molecule with the formula C4H6N2O in a non-equilibrium geometry.

Frontier orbital gap in eV: 9.876
Calculated total energy in eV: -9269.786
Highest occupied orbital energy in eV: -9.5

Geometry as ORCA input:
```
! RIJCOSX wB97M-V def2-TZVPD def2/J DEFGRID3
* xyz 0 1
C 1.976 0.909 -0.375
C 0.494 0.708 -0.119
O 0.412 -0.560 0.592
C -0.631 -1.328 0.752
N -1.826 -0.754 0.313
C -2.548 -1.714 -0.308
N -2.996 -2.604 -0.899
H 2.344 0.177 -1.100
H 2.198 1.914 -0.749
H 2.513 0.755 0.564
H -0.074 0.680 -1.061
H 0.078 1.483 0.533
H -1.938 0.206 -0.010
*
```

***

Record 4
The following is a DFT calculation (ωB97M-V/def2-TZVPD) of C25H23AsIrNO6S as an isolated structure in a non-equilibrium geometry.

<S²>: 0.786
Frontier orbital gap (alpha / beta) in eV: 7.112 / 6.761
Calculated total energy in eV: -114577.834
Highest occupied orbital energy (alpha / beta) in eV: -11.4 / -12.2

Geometry as ORCA input:
```
! RIJCOSX wB97M-V def2-TZVPD def2/J DEFGRID3
* xyz 1 2
Ir -0.659 -1.247 -0.265
C 1.400 -4.585 0.157
C 0.360 -3.854 -0.631
C -1.019 -4.137 -0.423
C -1.987 -3.413 -1.068
C -1.631 -2.421 -2.023
C -0.289 -2.184 -2.315
C 0.699 -2.888 -1.566
H 1.284 -4.377 1.223
H 2.406 -4.304 -0.146
H 1.281 -5.661 0.021
H -1.302 -4.899 0.292
H -3.033 -3.578 -0.850
H -2.406 -1.856 -2.520
H 0.004 -1.477 -3.080
H 1.745 -2.665 -1.727
O -4.765 0.488 0.407
As -3.311 -0.072 1.202
O -3.614 -1.320 2.175
O -2.436 -0.479 -0.291
C -2.498 1.608 1.669
C -3.245 2.759 1.439
C -2.677 4.010 1.642
C -1.361 4.118 2.062
C -0.608 2.977 2.293
C -1.176 1.725 2.106
S -0.169 0.343 2.579
O -0.475 0.003 3.927
O 1.183 0.684 2.228
O -0.691 -0.823 1.706
H -5.497 -0.076 0.693
H -4.265 2.677 1.093
H -3.269 4.899 1.469
H -0.917 5.092 2.221
H 0.418 3.047 2.627
C -0.007 4.119 -1.199
C 1.245 3.717 -0.736
C 1.514 2.384 -0.532
C 0.520 1.413 -0.804
C -0.755 1.834 -1.240
C -1.002 3.172 -1.440
N 0.775 0.089 -0.565
C 2.103 -0.394 -0.547
C 2.533 -1.265 0.456
C 3.815 -1.783 0.402
C 4.665 -1.459 -0.648
C 4.231 -0.604 -1.653
C 2.957 -0.067 -1.606
H -0.213 5.169 -1.354
H 2.002 4.455 -0.509
H 2.454 2.076 -0.098
H -1.538 1.108 -1.405
H -1.979 3.487 -1.782
H 1.889 -1.494 1.293
H 4.156 -2.433 1.197
H 5.666 -1.867 -0.680
H 4.886 -0.355 -2.478
H 2.605 0.582 -2.398
*
```